64
Properties=species:S:1:pos:R:3:nbo_charge:R:1 method="wB97M-V/def2-TZVPD" lumo_ev="-0.481 / -0.500" homo_ev="-7.7 / -7.9" max_force_ev_per_a=0.42 spin_multiplicity=2
Ti 0.07 -0.70 0.53 1.56
N 0.12 -0.02 2.68 -0.86
C 1.12 -0.63 3.53 0.20
C 0.72 -1.15 4.75 -0.25
C 1.63 -1.79 5.58 -0.21
C 2.95 -1.89 5.17 -0.21
C 3.34 -1.36 3.95 -0.19
C 2.44 -0.71 3.09 -0.09
C 2.95 -0.18 1.79 0.00
C 4.21 0.42 1.79 -0.23
C 4.82 0.80 0.61 -0.23
C 4.18 0.55 -0.59 -0.21
C 2.91 -0.01 -0.59 -0.22
C 2.23 -0.36 0.59 -0.46
H -0.80 -0.14 3.11 0.39
H 0.26 0.99 2.58 0.42
H -0.32 -1.06 5.05 0.20
H 1.31 -2.20 6.52 0.22
H 3.68 -2.40 5.79 0.22
H 4.37 -1.48 3.63 0.22
H 4.72 0.61 2.73 0.20
H 5.79 1.27 0.63 0.21
H 4.65 0.81 -1.53 0.20
H 2.42 -0.15 -1.55 0.19
C 1.36 4.22 -2.35 -1.11
Si -0.22 3.53 -3.09 1.63
C -0.25 3.93 -4.93 -1.12
C -1.75 4.27 -2.30 -1.11
C -0.21 1.64 -2.93 -0.51
C -0.14 0.83 -4.05 -0.12
C -0.08 -0.56 -3.95 -0.28
C -0.04 -1.12 -2.69 0.06
N -0.11 -0.35 -1.59 -0.58
C -0.22 0.99 -1.69 0.14
S -0.34 1.78 -0.14 -0.32
H 1.40 5.31 -2.46 0.23
H 2.24 3.80 -2.85 0.24
H 1.44 3.98 -1.28 0.26
H -0.25 5.02 -5.05 0.24
H -1.14 3.55 -5.43 0.24
H 0.63 3.55 -5.45 0.24
H -1.77 5.35 -2.47 0.23
H -1.77 4.09 -1.22 0.25
H -2.66 3.85 -2.73 0.23
H -0.14 1.27 -5.04 0.22
H -0.03 -1.19 -4.82 0.22
H 0.05 -2.18 -2.52 0.21
I -0.15 -5.83 0.70 0.18
C -1.73 -4.49 0.70 -0.25
C -3.06 -4.96 0.72 -0.22
C -4.13 -4.11 0.72 -0.17
I -6.06 -4.92 0.75 0.15
C -3.92 -2.71 0.68 -0.12
C -4.92 -1.72 0.64 -0.11
C -4.58 -0.40 0.59 -0.26
C -3.23 -0.04 0.58 0.07
N -2.26 -0.93 0.62 -0.48
C -2.58 -2.25 0.66 0.09
C -1.47 -3.14 0.68 0.37
O -0.27 -2.61 0.65 -0.78
H -3.22 -6.03 0.75 0.24
H -5.96 -2.03 0.65 0.23
H -5.33 0.38 0.56 0.23
H -2.92 1.00 0.52 0.23